No. 1
The following is a DFT calculation (the ωB97M-V functional and the def2-TZVPD basis) of a molecular structure, C51H57CsN6O11S.

The geometry in ORCA input format:
```
! RIJCOSX wB97M-V def2-TZVPD def2/J DEFGRID3
* xyz -2 1
Cs 0.3476 0.6086 -1.5104
C -4.1219 -1.6137 -1.0492
C -2.9754 -2.2381 -0.2485
C -3.0629 -3.7652 -0.3391
C -2.9390 -1.7544 1.1930
C -4.1222 -1.5371 1.8910
C -4.1113 -1.0491 3.1875
C -2.8956 -0.7392 3.7781
C -1.6850 -0.9490 3.1264
C -0.4060 -0.5350 3.8385
C 0.4706 -1.7246 4.2449
C 0.4101 0.4771 3.0267
C -1.7027 -1.5110 1.8350
N -0.5198 -1.7291 1.1352
C 0.0759 -2.8929 1.1329
C 1.2816 -3.1717 0.3903
N 1.8679 -2.2788 -0.3759
C 3.0591 -2.5273 -1.0559
C 3.0475 -2.9892 -2.3933
C 4.2530 -3.0939 -3.0833
C 5.4647 -2.7637 -2.5042
C 5.4698 -2.3208 -1.1924
C 4.2991 -2.2005 -0.4504
C 4.4534 -1.7028 0.9853
C 3.7511 -0.3630 1.2236
C 4.0422 -2.7089 2.0639
C 1.7957 -3.3427 -3.1919
C 1.0484 -2.0879 -3.6588
C 0.8030 -4.3053 -2.5331
C 1.6632 -4.5752 0.6741
C 2.6853 -5.4007 0.2806
C 2.7218 -6.7316 0.7795
C 1.7815 -7.2283 1.6439
C 0.7123 -6.3936 2.0733
C -0.3389 -6.7326 2.9699
C -1.2903 -5.7989 3.2860
C -1.2832 -4.4819 2.7491
C -0.2841 -4.1309 1.8799
C 0.6949 -5.1027 1.5652
H -3.9657 -1.7933 -2.1145
H -4.1855 -0.5356 -0.8941
H -5.0842 -2.0546 -0.7758
H -2.0318 -1.9321 -0.7095
H -3.9520 -4.1247 0.1877
H -2.1916 -4.2457 0.1025
H -3.1313 -4.0770 -1.3848
H -5.0694 -1.7543 1.4119
H -5.0398 -0.8795 3.7180
H -2.8804 -0.3191 4.7786
H -0.7255 -0.0382 4.7603
H 0.9508 -2.1698 3.3727
H -0.1162 -2.5005 4.7414
H 1.2553 -1.3931 4.9305
H 0.7523 0.0141 2.1003
H 1.2826 0.8046 3.6001
H -0.1840 1.3534 2.7679
H 4.2345 -3.4513 -4.1079
H 6.3869 -2.8435 -3.0662
H 6.4120 -2.0576 -0.7227
H 5.5267 -1.5326 1.1153
H 2.6760 -0.4674 1.0668
H 4.1371 0.3919 0.5349
H 3.9279 -0.0167 2.2448
H 2.9600 -2.7932 2.1355
H 4.4169 -2.3747 3.0354
H 4.4469 -3.7012 1.8609
H 2.1657 -3.8503 -4.0880
H 0.6524 -1.5546 -2.7998
H 0.2128 -2.3607 -4.3069
H 1.7122 -1.4205 -4.2133
H 0.2450 -3.8243 -1.7311
H 1.3046 -5.1832 -2.1232
H 0.0855 -4.6458 -3.2848
H 3.4602 -5.0607 -0.3947
H 3.5322 -7.3762 0.4583
H 1.8494 -8.2497 2.0013
H -0.3801 -7.7269 3.4009
H -2.0831 -6.0694 3.9740
H -2.0637 -3.7870 3.0315
O 3.1955 3.2004 2.0663
H 3.5265 3.7538 1.3342
H 2.9411 2.3756 1.6381
O -1.1507 3.1043 1.3345
H -1.0632 3.1801 0.3728
H -2.0340 2.7088 1.4128
O -3.4348 1.5993 0.4804
H -3.0200 0.7541 0.6942
H -2.9630 1.9323 -0.3031
O 2.9191 1.2937 -2.1574
C 3.0605 1.8171 -1.1714
O -2.3325 -0.2609 -4.3688
C -1.9041 -0.1626 -3.3268
C -0.1498 4.8839 3.4908
C 0.0782 5.5096 2.1553
C -0.7886 6.3536 1.5333
C -0.4250 6.8595 0.2663
N 0.7467 6.6055 -0.2869
C 1.6162 5.7813 0.3391
S 3.1530 5.4498 -0.2712
N 1.2381 5.2186 1.5325
C -1.3779 7.7254 -0.4933
H -0.9530 5.3955 4.0160
H 0.7600 4.9153 4.0912
H -0.4296 3.8408 3.3367
H -1.7411 6.5999 1.9781
H 1.8797 4.5306 1.9364
H -1.7271 8.5528 0.1274
H -2.2605 7.1413 -0.7817
H -0.8987 8.1068 -1.3904
O -0.7789 1.7615 -3.3678
C -1.3381 2.6519 -2.6725
O -1.4855 2.5594 -1.4223
C -1.8441 3.9000 -3.3507
C -2.4867 4.8697 -2.5985
C -3.0149 6.0134 -3.2279
C -2.8750 6.1634 -4.6180
C -2.2150 5.1818 -5.3278
C -1.6919 4.0404 -4.7292
N -2.0612 5.3527 -6.7788
O -1.4434 4.4993 -7.3972
O -2.5554 6.3341 -7.3094
N -3.6660 6.9862 -2.4933
O -3.6933 6.8718 -1.2210
O -4.2077 7.9656 -3.1021
H -2.5995 4.7531 -1.5323
H -3.2765 7.0339 -5.1095
H -1.1909 3.2820 -5.3086
*
```

Results
LUMO (alpha / beta) (hartree): 0.121 / 0.121
Kohn-Sham gap (alpha / beta) (eV): 4.498 / 5.095
HOMO (alpha / beta) (Ha): -0.04469 / -0.06662
Largest force on an atom (eV Å⁻¹): 3.4

---

No. 2
The following is a DFT calculation (the ωB97M-V functional and the def2-TZVPD basis) of 6 unconnected molecules or ions with the total composition C51H57I2N9O16P.

The geometry in ORCA input format:
```
! RIJCOSX wB97M-V def2-TZVPD def2/J DEFGRID3
* xyz 1 1
C 7.9439 -2.6124 2.7854
C 6.6340 -3.5725 2.5709
C 6.0836 -3.5895 1.0607
C 4.6076 -3.0081 0.7862
C 3.6065 -2.4474 1.9115
C 3.5476 -0.8347 2.0458
C 4.9852 -0.0953 2.1699
C 4.9586 0.7951 3.5203
N 6.3064 1.2593 3.9995
C 6.7061 0.5959 5.2774
C 8.1480 -0.1506 5.2956
O 6.0224 0.5721 6.3632
C 4.1353 -3.0319 -0.7554
C 2.6712 -2.4186 -1.0350
C 1.4369 -3.3984 -0.7006
O 0.2984 -2.8118 -0.4533
N 1.4751 -4.8763 -0.5936
C 0.0672 -5.4383 -0.7616
C 1.9954 -5.3578 0.7310
C 5.0826 -3.5881 -1.9334
C 4.6186 -3.6077 -3.5049
I 2.7212 -4.7293 -3.7822
C 4.5502 -2.1164 -4.1708
C 4.9767 -0.9114 -3.1801
I 2.5971 -1.7380 -5.1597
N 6.4300 -4.1145 -1.5752
O 7.2613 -4.5803 -2.5588
C 8.0154 -3.4791 -3.1244
N 8.8373 -2.5841 -3.3475
C 6.9418 -4.1584 -0.1707
P 8.6877 -4.9347 0.0481
O 8.8207 -6.2985 -0.7256
O 9.0781 -5.2974 1.6715
O 9.9032 -3.8887 -0.6237
H 7.6862 -1.4961 2.8744
H 8.7098 -2.7563 1.9224
H 8.5292 -2.8869 3.7600
H 5.8733 -3.2453 3.3680
H 6.9215 -4.6736 2.8409
H 2.5077 -2.7898 1.6979
H 3.8258 -2.8547 2.9860
H 2.9552 -0.2975 1.2179
H 2.9693 -0.6161 3.0402
H 5.7949 -0.9122 2.1372
H 5.1010 0.6056 1.2615
H 4.4309 0.2329 4.3789
H 4.3204 1.7416 3.2718
H 6.2183 2.2761 4.2304
H 8.6259 -0.0230 4.2475
H 7.9747 -1.2463 5.5983
H 8.8119 0.4437 6.0330
H 2.4604 -1.4179 -0.4943
H 2.6182 -2.1865 -2.1706
H -0.5363 -5.2774 0.2280
H -0.4895 -4.9362 -1.6586
H 0.0855 -6.5747 -1.0239
H 1.5344 -4.7725 1.6094
H 3.1461 -5.3545 0.6960
H 1.6803 -6.4811 0.8118
H 5.3694 -4.2086 -4.1693
H 5.3121 -2.0829 -5.0575
H 6.0130 -1.1078 -2.6718
H 4.1625 -0.5851 -2.4332
H 5.1643 0.0183 -3.8661
H 8.9838 -6.2890 1.8000
H 10.7961 -4.3065 -0.5274
C -3.7111 -0.6562 0.7274
C -4.1242 0.5806 1.2188
C -3.2652 1.3402 2.0093
C -1.9888 0.8519 2.2990
C -1.5729 -0.3902 1.8157
C -2.4403 -1.1430 1.0283
N -1.0722 1.6583 3.1089
O -1.4813 2.7380 3.5313
O 0.0547 1.2126 3.3166
H -4.3840 -1.2435 0.1053
H -5.1163 0.9542 0.9824
H -3.6005 2.3020 2.3851
H -0.5849 -0.7809 2.0392
H -2.1248 -2.1089 0.6451
C -8.3241 -5.4293 -2.8866
C -8.7347 -4.1947 -2.3901
C -7.8734 -3.4403 -1.5978
C -6.5977 -3.9317 -1.3125
C -6.1840 -5.1726 -1.8016
C -7.0539 -5.9202 -2.5904
N -5.6788 -3.1302 -0.5007
O -6.0851 -2.0500 -0.0724
O -4.5524 -3.5788 -0.2969
H -8.9974 -6.0125 -3.5093
H -9.7257 -3.8192 -2.6234
H -8.2066 -2.4796 -1.2174
H -5.1962 -5.5656 -1.5814
H -6.7412 -6.8850 -2.9784
C -0.7919 5.7750 3.2717
C -1.7163 6.0982 2.2810
C -1.8135 7.4076 1.8174
C -0.9743 8.3879 2.3516
C -0.0512 8.0712 3.3502
C 0.0363 6.7587 3.8089
N -1.0563 9.7620 1.8486
O -1.8943 10.0041 0.9822
O -0.2817 10.5911 2.3175
H -0.7157 4.7503 3.6261
H -2.3598 5.3272 1.8675
H -2.5386 7.6450 1.0449
H 0.6022 8.8271 3.7754
H 0.7529 6.5010 4.5831
C -5.1901 9.5038 -0.0221
C -5.3034 9.1060 -1.3525
C -6.3322 8.2511 -1.7401
C -7.2473 7.8030 -0.7851
C -7.1338 8.1926 0.5510
C -6.0995 9.0457 0.9290
N -8.3467 6.9231 -1.1926
O -8.4029 6.5862 -2.3735
O -9.1510 6.5756 -0.3320
H -4.3889 10.1754 0.2751
H -4.5903 9.4654 -2.0886
H -6.4084 7.9494 -2.7801
H -7.8373 7.8458 1.3018
H -6.0039 9.3571 1.9649
C -6.4846 2.1257 -5.0432
C -7.7519 1.7842 -4.5762
C -8.0928 0.4455 -4.3993
C -7.1524 -0.5454 -4.6896
C -5.8836 -0.2087 -5.1651
C -5.5534 1.1328 -5.3413
N -7.4976 -1.9545 -4.4810
O -8.6300 -2.2132 -4.0790
O -6.6345 -2.7970 -4.7150
H -6.2205 3.1717 -5.1746
H -8.4735 2.5627 -4.3471
H -9.0839 0.1939 -4.0347
H -5.1472 -0.9717 -5.3983
H -4.5683 1.4056 -5.7078
*
```

Results
LUMO (hartree): -0.199
Kohn-Sham gap (eV): 5.556
HOMO (Ha): -0.40294
Largest force on an atom (eV Å⁻¹): 8.1